Record 1
# C22H59N3O7

A cluster of 7 separate species, C22H59N3O7 in total at a distorted geometry (ωB97M-V with the def2-TZVPD basis set, the OMol25 dataset).

Last column: Mulliken charge in e.
Atoms and positions in Å:
O1 -4.0731 1.9001 0.5169  -0.316
H1 -3.1188 1.8341 0.4363  0.363
H2 -4.4467 2.5166 1.1509  0.453
H3 -4.4198 2.0440 -0.3667  0.428
O2 -2.0847 2.4053 -2.5435  -0.312
H4 -2.8733 2.1989 -3.0505  0.430
H5 -1.9132 3.3498 -2.5450  0.401
H6 -2.0117 2.0230 -1.6659  0.525
O3 -1.1786 4.4133 0.0453  -0.328
H7 -1.0477 4.8655 -0.7914  0.522
H8 -2.0604 4.6335 0.3545  0.453
H9 -1.1606 3.4851 -0.1989  0.297
O4 -1.5275 1.7628 -0.1472  -0.633
H10 -0.8763 1.0500 0.0025  -0.331
C1 -1.3418 -1.4973 -4.8981  -1.538
C2 -2.5918 -1.0314 -4.1390  0.200
C3 -2.5262 -0.7915 -2.5978  0.748
O5 -2.6967 -2.0261 -2.0294  -0.413
C4 -2.6410 -1.9709 -0.6090  -0.643
N1 -3.2804 -0.1416 -5.0412  -0.738
H11 -0.5111 -0.8380 -4.6466  0.246
H12 -1.4206 -1.6116 -5.9792  0.444
H13 -0.9421 -2.4330 -4.5073  0.422
H14 -3.0433 -2.0223 -4.1885  0.145
H15 -3.3987 -0.1489 -2.4797  0.161
H16 -1.5234 -0.3905 -2.4504  -0.120
H17 -2.9111 -2.9586 -0.2354  0.355
H18 -3.4387 -1.3164 -0.2576  0.218
H19 -1.7097 -1.5756 -0.2036  0.204
H20 -4.1170 0.2954 -4.6819  0.229
H21 -3.6621 -0.7892 -5.7158  0.326
C5 -0.7788 1.6784 7.7253  -1.663
C6 -1.2712 1.2174 6.2596  1.252
C7 -2.2576 2.2927 5.7640  -1.513
C8 -2.4322 2.3975 4.2046  -0.405
C9 -1.0681 2.6056 3.6637  -0.681
C10 -0.0968 1.4737 3.9631  1.620
N2 -0.0269 1.2089 5.4912  0.184
O6 1.0343 0.4428 5.9454  -0.404
C11 -0.3757 0.3385 3.0300  -1.147
C12 1.2596 1.9989 3.4718  -2.174
C13 -2.0623 -0.0978 6.0865  -1.450
H22 -1.5867 1.5076 8.4368  0.431
H23 -0.2558 2.6334 7.6743  0.419
H24 -0.1442 0.9707 8.2588  0.366
H25 -3.2481 1.9693 6.0838  0.396
H26 -2.1569 3.2736 6.2285  0.381
H27 -2.9708 3.3281 4.0255  0.408
H28 -2.9841 1.5921 3.7199  0.359
H29 -0.6950 3.5429 4.0765  0.550
H30 -1.0624 2.8791 2.6086  -0.362
H31 -0.1315 -0.6284 3.4701  0.199
H32 -1.4479 0.2998 2.8376  0.214
H33 0.3229 0.3395 2.1933  0.269
H34 1.6024 2.9233 3.9365  0.456
H35 1.9933 1.2800 3.8363  0.489
H36 1.3000 2.2947 2.4234  0.366
H37 -1.4724 -0.9866 6.3104  0.348
H38 -2.3525 -0.2426 5.0459  0.304
H39 -3.0530 -0.1190 6.5406  0.418
H40 0.8341 -0.4747 5.7459  0.365
C14 5.0179 -2.3614 -4.9378  -1.864
C15 4.0686 -2.6682 -3.7874  1.198
C16 4.8185 -3.0952 -2.4617  -0.951
C17 3.9144 -2.9858 -1.2350  -0.843
C18 3.4797 -1.4364 -1.0262  -1.545
C19 2.6729 -0.9790 -2.2404  2.185
N3 3.3584 -1.3919 -3.5184  0.135
O7 2.6347 -0.9688 -4.6469  -0.443
C20 1.1986 -1.5418 -2.2161  -0.631
C21 2.7923 0.5097 -2.1270  -2.003
C22 3.1788 -3.8500 -4.2560  -1.469
H41 4.7036 -1.8590 -5.8526  0.289
H42 5.3962 -3.3152 -5.3054  0.436
H43 5.8333 -1.8232 -4.4545  0.400
H44 5.2321 -4.0935 -2.6048  0.513
H45 5.6191 -2.4383 -2.1219  0.273
H46 4.4199 -3.4451 -0.3856  0.452
H47 3.0642 -3.6674 -1.2628  0.378
H48 4.3500 -0.7995 -0.8675  0.481
H49 3.0005 -1.2319 -0.0688  0.381
H50 0.6636 -1.4983 -3.1648  -0.482
H51 0.9280 -2.4541 -1.6845  0.475
H52 0.6254 -0.7855 -1.6799  -0.147
H53 3.8011 0.9183 -2.0680  0.451
H54 2.3376 1.0835 -2.9346  0.365
H55 2.2969 0.9076 -1.2414  0.296
H56 2.6014 -3.8082 -5.1796  0.325
H57 2.5366 -3.7329 -3.3831  0.444
H58 3.6957 -4.7982 -4.1082  0.397
H59 1.8921 -1.5638 -4.7740  0.309

Its energy above the lowest of the compared OMol25 structures with the same formula, charge and spin is 4.527 eV. The net charge is +2. The total energy comes out at -42546.1469 eV.

=====

Record 2
# C22H59NO9

A cluster of 7 separate species, C22H59NO9 in total at a distorted geometry (ωB97M-V with the def2-TZVPD basis set, the OMol25 dataset).

Last column: Mulliken charge in e.
Atoms and positions in Å:
C1 -4.6621 -0.6851 -1.9351  -0.509
C2 -5.1536 0.2543 -3.0657  -1.041
C3 -4.0915 0.4290 -4.1926  -0.507
C4 -2.7914 1.0191 -3.5759  -0.895
O1 -1.6980 0.0970 -3.5309  -0.219
C5 -0.9801 0.1413 -4.7347  -0.102
C6 -0.5114 -1.2783 -5.1474  -0.708
N1 0.7487 -1.2412 -5.8798  -0.731
O2 0.0530 1.0871 -4.7918  -0.486
C7 0.6580 1.4757 -3.5812  1.033
C8 1.3742 0.3644 -2.7998  -1.389
C9 1.6641 2.5723 -4.0176  -1.183
O3 2.5310 3.0137 -3.0210  -0.411
C10 1.9029 3.7059 -1.9628  -0.730
H1 -3.9738 -1.4375 -2.3021  0.053
H2 -5.4859 -1.0918 -1.3697  0.366
H3 -4.0688 -0.0489 -1.2850  0.152
H4 -5.2554 1.2352 -2.6088  0.380
H5 -6.1190 -0.0591 -3.4420  0.428
H6 -4.4774 1.1882 -4.8647  0.343
H7 -3.8936 -0.5100 -4.6932  0.335
H8 -2.9731 1.3388 -2.5562  0.568
H9 -2.4671 1.9082 -4.1137  0.482
H10 -1.6926 0.4347 -5.5048  0.596
H11 -1.2653 -1.6873 -5.8097  0.496
H12 -0.4545 -1.9037 -4.2508  0.184
H13 1.0209 -2.2009 -5.9895  0.271
H14 1.4634 -0.8057 -5.3248  0.267
H15 -0.0151 1.9771 -2.8941  0.115
H16 2.3996 0.6009 -2.5368  0.441
H17 1.3609 -0.6070 -3.2840  0.410
H18 0.8402 0.2373 -1.8600  0.224
H19 2.2179 2.2237 -4.8813  0.346
H20 1.0861 3.4299 -4.3746  0.484
H21 1.8335 3.0196 -1.1214  0.240
H22 2.4917 4.5437 -1.6181  0.302
H23 0.8848 3.9824 -2.2274  0.350
C11 1.3475 1.2103 3.1071  -0.042
C12 1.0162 1.9092 1.8059  -0.431
O4 2.2094 2.2080 1.0945  -0.455
H24 1.9979 1.8338 3.7222  -0.142
H25 0.4444 0.9848 3.6696  0.233
H26 1.8844 0.2782 2.9149  -0.102
H27 0.5004 2.8500 1.9959  0.457
H28 0.3699 1.2825 1.1794  0.181
H29 2.6574 1.3729 0.9209  0.251
C13 5.5130 3.6428 4.2422  -1.119
C14 4.1578 3.5010 4.9107  0.123
O5 3.1847 4.3202 4.2621  -0.551
H30 5.8428 4.6819 4.2659  0.283
H31 6.2625 3.0244 4.7393  0.339
H32 5.4569 3.3469 3.1921  0.277
H33 4.2124 3.8159 5.9522  0.288
H34 3.8181 2.4613 4.8843  0.058
H35 3.1285 4.0346 3.3471  0.305
C15 3.8294 -2.9345 0.8859  -1.171
C16 2.5599 -2.1485 1.1563  -0.069
O6 2.5379 -0.9375 0.3986  -0.350
H36 4.7067 -2.3379 1.1353  0.293
H37 3.8525 -3.8550 1.4708  0.361
H38 3.9058 -3.1923 -0.1732  0.350
H39 2.4974 -1.8761 2.2084  0.231
H40 1.6764 -2.7424 0.9005  0.203
H41 2.5818 -1.1731 -0.5295  0.151
C17 0.7085 0.1583 7.0405  -0.822
C18 2.1543 -0.2770 7.1933  -0.309
O7 3.0386 0.8042 6.9122  -0.457
H42 0.5318 0.5327 6.0340  0.075
H43 0.0262 -0.6713 7.2372  0.350
H44 0.4724 0.9735 7.7279  0.352
H45 2.3916 -1.0756 6.4920  0.271
H46 2.3415 -0.6431 8.2088  0.303
H47 2.8419 1.5110 7.5279  0.278
C19 -5.1659 -1.8579 1.7637  -0.964
C20 -3.9610 -0.9430 1.8092  0.001
O8 -3.5402 -0.7388 3.1546  -0.553
H48 -5.9877 -1.4350 2.3423  0.290
H49 -5.5019 -2.0135 0.7390  0.223
H50 -4.9292 -2.8290 2.2042  0.340
H51 -4.2050 0.0316 1.3889  0.216
H52 -3.1283 -1.3665 1.2360  0.170
H53 -3.3169 -1.5954 3.5203  0.308
C21 -2.3452 -4.5891 -3.0008  -0.935
C22 -1.8471 -4.1425 -1.6429  -0.057
O9 -2.5750 -4.8096 -0.6126  -0.542
H54 -3.4105 -4.3799 -3.1006  0.267
H55 -1.8198 -4.0858 -3.8144  0.173
H56 -2.2150 -5.6679 -3.1161  0.437
H57 -1.9979 -3.0699 -1.5247  0.087
H58 -0.7796 -4.3541 -1.5114  0.293
H59 -2.4340 -5.7506 -0.7194  0.298

Its energy above the lowest of the compared OMol25 structures with the same formula, charge and spin is 0.194 eV. The total energy comes out at -43685.2333 eV.

=====

Record 3
# C22H60F3O11S9

A cluster of 10 separate species, C22H60F3O11S9 in total at a distorted geometry (ωB97M-V with the def2-TZVPD basis set, the OMol25 dataset).

Last column: Mulliken charge in e.
Atoms and positions in Å:
C1 0.6602 -0.9724 -1.2786  -0.182
O1 -0.2873 -0.0702 -0.6960  -0.250
O2 0.2040 -1.2073 -2.6269  -0.865
C2 2.1136 -0.5114 -1.0214  0.842
F1 2.4543 0.4523 -1.9489  -0.276
F2 2.2593 0.0988 0.1743  -0.290
F3 2.9566 -1.5596 -1.1137  -0.274
C3 -0.5750 -0.0260 0.7242  0.032
C4 -1.3130 1.2969 1.0557  -1.309
H1 -2.0411 1.6946 0.3488  0.313
H2 -1.9179 1.4277 1.9530  0.382
H3 -0.5693 2.0842 0.9325  0.285
H4 0.3116 -0.1473 1.3466  0.272
H5 -1.2636 -0.8268 0.9937  0.183
H6 0.6644 -1.8958 -0.6995  0.140
C5 5.3151 5.0120 -6.1644  -0.980
S1 5.6131 3.3245 -5.5631  0.503
O3 6.8436 2.8475 -6.4601  -0.631
C6 6.1224 3.8505 -3.9132  -0.873
H7 6.2359 5.5027 -6.4796  0.329
H8 4.6651 5.6804 -5.5997  0.372
H9 4.6898 4.8666 -7.0453  0.317
H10 6.9454 4.5576 -4.0164  0.324
H11 6.5576 2.9078 -3.5813  0.303
H12 5.2707 4.3451 -3.4461  0.337
C7 -0.8152 3.3285 -4.4906  -0.902
S2 -1.0882 5.1537 -3.9562  0.487
O4 -2.2637 5.7340 -4.7671  -0.633
C8 0.4290 5.9202 -4.7642  -0.857
H13 0.0854 2.7347 -4.3345  0.408
H14 -1.1742 3.2337 -5.5155  0.333
H15 -1.5448 2.8230 -3.8579  0.261
H16 0.1684 5.7803 -5.8133  0.294
H17 1.2305 5.3445 -4.3012  0.261
H18 0.5743 6.9810 -4.5601  0.348
C9 -3.4807 7.0501 4.7106  -0.948
S3 -2.6944 7.8954 6.1832  0.482
O5 -3.5252 9.1424 6.3782  -0.618
C10 -3.2633 6.7075 7.4491  -0.856
H19 -4.5701 7.0583 4.7445  0.326
H20 -3.1208 6.0234 4.6428  0.353
H21 -3.1435 7.4399 3.7502  0.327
H22 -3.4005 7.1164 8.4502  0.326
H23 -2.4717 5.9622 7.5270  0.325
H24 -4.1244 6.1700 7.0521  0.285
C11 5.6013 -7.4359 2.4658  -0.899
S4 6.0726 -5.8706 1.5710  0.513
O6 7.4270 -6.0329 0.9538  -0.620
C12 4.7725 -6.2331 0.2849  -0.947
H25 4.5536 -7.4073 2.7650  0.322
H26 6.1883 -7.6083 3.3679  0.314
H27 5.7576 -8.2768 1.7900  0.308
H28 3.7994 -6.0134 0.7240  0.350
H29 4.9075 -7.1151 -0.3413  0.343
H30 4.9445 -5.4349 -0.4371  0.316
C13 8.3922 -1.6309 -4.0610  -0.880
S5 8.5604 -3.3092 -4.6845  0.479
O7 9.8103 -3.0834 -5.5855  -0.641
C14 9.1538 -4.0479 -3.1241  -0.893
H31 9.0773 -1.4020 -3.2447  0.285
H32 7.3674 -1.5429 -3.7004  0.324
H33 8.4215 -0.8014 -4.7676  0.359
H34 9.5048 -5.0277 -3.4482  0.307
H35 8.3860 -4.2579 -2.3794  0.360
H36 9.9622 -3.4422 -2.7147  0.301
C15 -7.0072 -3.3485 4.1956  -1.004
S6 -5.4230 -4.2928 4.2317  0.478
O8 -4.2116 -3.3965 3.9976  -0.551
C16 -5.3779 -4.6055 6.0704  -0.900
H37 -7.1445 -2.9591 3.1869  0.319
H38 -6.8205 -2.4097 4.7171  0.334
H39 -8.0111 -3.6145 4.5267  0.390
H40 -5.6334 -3.6924 6.6080  0.290
H41 -4.3852 -4.8930 6.4167  0.301
H42 -6.0983 -5.3579 6.3914  0.342
C17 0.8120 -4.2374 4.1417  -0.936
S7 0.5641 -5.7252 5.1986  0.522
O9 1.1921 -6.7945 4.3331  -0.633
C18 1.8254 -5.2858 6.3791  -0.899
H43 0.1110 -4.0389 3.3310  0.369
H44 1.7640 -4.3934 3.6344  0.294
H45 0.9208 -3.3960 4.8261  0.323
H46 2.6931 -4.8989 5.8447  0.277
H47 2.0802 -6.2848 6.7327  0.332
H48 1.5283 -4.6297 7.1973  0.351
C19 -6.3147 4.6970 -2.2359  -0.863
S8 -7.1106 4.5729 -0.6362  0.479
O10 -6.1826 5.1503 0.4242  -0.604
C20 -8.3976 5.8707 -0.9590  -0.967
H49 -5.3698 4.1594 -2.1580  0.284
H50 -5.9758 5.6938 -2.5182  0.312
H51 -6.9410 4.3540 -3.0595  0.359
H52 -9.1003 5.6126 -1.7513  0.346
H53 -7.8276 6.7998 -0.9551  0.322
H54 -8.8636 5.9298 0.0245  0.331
C21 -5.5373 -2.0064 -3.1043  -0.886
S9 -5.0464 -3.8158 -2.9752  0.439
O11 -3.9395 -3.8374 -4.0601  -0.597
C22 -4.1862 -3.6334 -1.3731  -0.712
H55 -4.7511 -1.3523 -2.7270  0.263
H56 -6.3978 -1.6830 -2.5186  0.362
H57 -5.8652 -1.7669 -4.1158  0.320
H58 -3.5068 -4.4827 -1.3004  0.315
H59 -4.8606 -3.6384 -0.5168  0.333
H60 -3.5866 -2.7279 -1.2807  0.165

Its energy above the lowest of the compared OMol25 structures with the same formula, charge and spin is 4.016 eV. The net charge is -1. The total energy comes out at -151967.2900 eV.